81
Properties=species:S:1:pos:R:3:forces:R:3 method="wB97M-V/def2-TZVPD" gap_ha="0.12204 / 0.13925" largest_force_ha_per_bohr=0.006 e_above_lowest_kcal_mol=0.0 multiplicity=1 charge=+3 homo_energy_ev="-13.6 / -13.6" total_energy_ha=-3036.3794 mol_weight_g_mol=802.4
Sn 0.896 0.441 0.566 0.10 0.13 -0.06
N -1.612 -0.371 4.409 -0.04 0.02 -0.05
C -1.198 -0.134 3.181 0.13 -0.23 0.01
S -0.401 -1.314 2.251 -0.05 0.16 0.10
N -1.600 1.108 2.724 0.10 -0.03 -0.03
N -1.036 1.509 1.619 -0.18 0.01 0.00
C -1.541 2.638 1.096 0.07 -0.01 -0.04
C -2.592 3.418 1.718 -0.01 0.00 0.01
C -2.529 3.774 3.076 0.01 0.01 0.02
C -3.533 4.537 3.635 0.00 0.00 0.00
C -4.634 4.912 2.870 0.00 -0.01 -0.01
C -4.721 4.544 1.532 0.00 0.00 0.01
C -3.697 3.823 0.950 0.00 -0.01 -0.02
C -0.978 3.025 -0.205 -0.06 0.00 0.06
C -1.249 4.255 -0.790 0.06 -0.01 -0.06
C -0.729 4.525 -2.052 -0.03 0.02 0.03
C 0.056 3.576 -2.673 0.02 -0.02 -0.01
C 0.338 2.393 -1.995 0.01 0.01 -0.01
N -0.163 2.126 -0.797 -0.01 0.01 0.05
H -1.478 -1.275 4.834 -0.01 0.00 0.01
H -2.176 0.318 4.888 0.01 0.01 -0.01
H -1.670 3.490 3.667 -0.01 0.01 0.00
H -3.465 4.844 4.670 0.00 0.00 0.00
H -5.427 5.495 3.319 0.00 0.00 0.00
H -5.585 4.823 0.946 0.00 0.00 0.00
H -3.773 3.525 -0.089 -0.01 0.00 0.01
H -1.843 4.991 -0.271 0.01 0.00 0.01
H -0.937 5.472 -2.533 0.00 0.00 0.00
H 0.469 3.746 -3.657 0.01 -0.01 0.00
H 0.998 1.644 -2.419 0.01 0.01 -0.01
N 3.744 2.569 5.174 -0.03 0.02 -0.07
C 4.400 1.234 4.971 0.00 -0.06 0.04
P 3.309 0.332 3.764 -0.19 0.23 -0.13
O 1.975 1.008 3.959 0.15 -0.08 0.08
O 3.938 0.211 2.425 0.00 -0.10 0.05
C 3.267 -1.369 4.473 0.05 -0.05 0.01
N 2.689 -2.291 3.446 -0.06 0.04 -0.03
H 3.890 2.955 6.107 -0.02 0.00 0.01
H 2.732 2.399 4.975 0.00 0.01 0.03
H 4.076 3.253 4.494 0.02 0.01 0.03
H 4.417 0.725 5.935 0.03 0.02 0.00
H 5.418 1.365 4.616 -0.01 0.02 -0.01
H 2.667 -1.435 5.379 -0.01 -0.01 0.00
H 4.283 -1.702 4.683 -0.01 -0.02 0.01
H 1.687 -2.090 3.301 0.03 0.00 -0.02
H 2.776 -3.271 3.717 0.03 -0.01 -0.01
H 3.141 -2.162 2.520 -0.04 -0.01 0.10
N 5.228 1.242 -2.220 -0.04 0.02 0.00
C 4.367 0.500 -1.522 0.04 -0.05 0.08
O 3.146 0.607 -1.555 -0.06 -0.03 -0.07
C 4.979 -0.535 -0.625 -0.06 0.00 0.07
C 4.102 -1.411 0.045 -0.01 0.00 -0.06
N 3.366 -2.116 0.583 0.04 0.03 -0.07
C 6.353 -0.619 -0.396 0.03 -0.04 -0.03
N 7.501 -0.644 -0.253 -0.01 0.02 0.02
H 6.226 1.105 -2.179 0.00 -0.01 0.00
H 4.867 1.941 -2.849 0.01 0.00 -0.01
N -1.407 -4.223 -4.707 -0.04 -0.02 -0.01
C -2.419 -4.868 -5.382 0.05 -0.02 -0.05
C -2.407 -5.816 -6.407 0.00 0.00 0.01
C -3.637 -6.245 -6.847 -0.02 0.01 0.00
C -4.844 -5.757 -6.298 0.02 -0.01 -0.01
C -4.850 -4.825 -5.292 0.01 0.01 0.01
C -3.607 -4.372 -4.826 -0.04 0.04 0.02
N -3.320 -3.453 -3.845 -0.01 -0.05 -0.01
C -2.013 -3.392 -3.800 0.03 0.04 0.03
C -1.321 -2.527 -2.863 -0.03 -0.01 -0.04
C 0.069 -2.420 -2.772 -0.01 0.00 -0.02
C 0.624 -1.576 -1.835 -0.01 0.02 0.01
N -0.120 -0.841 -0.994 -0.01 -0.03 -0.02
C -1.464 -0.931 -1.085 0.04 0.02 0.02
C -2.090 -1.743 -1.990 0.00 0.01 0.00
H -0.424 -4.352 -4.865 0.00 0.00 0.00
H -1.490 -6.195 -6.835 0.00 0.00 0.01
H -3.683 -6.979 -7.640 -0.01 0.00 0.00
H -5.782 -6.132 -6.685 0.00 -0.01 -0.01
H -5.769 -4.446 -4.867 0.00 0.00 0.00
H 0.728 -2.981 -3.419 0.01 0.00 0.01
H 1.697 -1.464 -1.750 0.00 -0.01 0.01
H -2.035 -0.324 -0.392 -0.01 -0.02 -0.01
H -3.168 -1.800 -2.043 0.00 0.00 0.01

=====

72
Properties=species:S:1:pos:R:3:forces:R:3 method="wB97M-V/def2-TZVPD" gap_ha=0.21765 largest_force_ha_per_bohr=0.020 e_above_lowest_kcal_mol=15.0 multiplicity=1 charge=+3 homo_energy_ev=-15.7 total_energy_ha=-2584.9292 mol_weight_g_mol=757.6
Zr -0.533 -0.057 0.734 0.60 -0.69 0.47
C -1.555 -3.146 4.312 -0.01 0.01 0.01
C -1.677 -1.882 3.451 0.02 0.01 0.06
C -2.887 -1.962 2.523 -0.02 -0.01 -0.06
C -0.376 -1.667 2.701 -0.21 -0.13 0.20
C 0.577 -0.752 3.184 -0.11 -0.13 0.09
C 1.826 -0.632 2.581 -0.05 -0.07 0.04
C 2.169 -1.389 1.454 -0.03 -0.02 0.03
C 3.519 -1.252 0.823 -0.03 0.02 -0.02
C 1.226 -2.303 0.973 -0.10 -0.11 0.10
C -0.026 -2.441 1.580 -0.06 -0.18 0.15
H -2.495 -3.333 4.829 -0.01 0.01 0.02
H -0.772 -3.044 5.063 0.02 0.00 -0.01
H -1.329 -4.018 3.696 -0.02 -0.01 -0.01
H -1.805 -1.023 4.116 -0.01 -0.01 -0.01
H -2.876 -2.869 1.915 0.01 0.01 0.00
H -2.978 -1.089 1.859 0.03 0.01 0.03
H -3.807 -1.979 3.106 0.01 -0.02 0.02
H 0.352 -0.201 4.089 0.01 0.09 -0.08
H 2.567 0.021 3.026 -0.04 0.11 -0.10
H 3.712 -0.213 0.542 0.01 0.01 0.01
H 3.623 -1.885 -0.056 -0.01 0.00 -0.01
H 4.295 -1.532 1.537 0.00 -0.01 0.00
H 1.487 -2.964 0.156 -0.04 0.13 -0.10
H -0.699 -3.219 1.231 -0.02 0.08 -0.05
N 2.071 0.048 -2.786 0.00 -0.03 -0.07
C 2.236 -1.267 -3.329 -0.03 0.11 0.03
C 3.329 -1.537 -4.132 -0.01 0.00 -0.02
C 3.523 -2.829 -4.603 -0.02 -0.04 0.00
C 2.648 -3.844 -4.245 0.02 0.03 0.00
C 1.566 -3.572 -3.418 0.01 0.04 -0.02
C 1.351 -2.274 -2.979 0.08 -0.21 0.09
S -0.111 -1.886 -2.068 -0.15 0.41 -0.20
N 0.457 -0.501 -1.196 0.16 0.24 -0.01
C 1.370 0.290 -1.683 0.09 0.15 -0.01
C 1.681 1.485 -0.843 0.03 -0.11 -0.11
C 2.444 2.546 -1.271 0.06 0.06 0.05
C 2.778 3.546 -0.357 -0.02 -0.02 -0.02
C 2.348 3.430 0.950 0.01 0.03 0.00
C 1.539 2.361 1.294 -0.01 -0.03 0.01
N 1.193 1.404 0.419 -0.20 0.44 -0.31
H 2.764 0.724 -3.072 -0.02 -0.04 0.03
H 4.022 -0.749 -4.399 0.01 0.01 0.01
H 4.366 -3.039 -5.245 0.01 0.00 -0.01
H 2.804 -4.849 -4.609 0.00 -0.01 -0.01
H 0.876 -4.361 -3.148 -0.01 -0.01 0.02
H 2.780 2.625 -2.296 0.02 -0.01 0.00
H 3.379 4.390 -0.670 0.00 0.01 -0.01
H 2.602 4.167 1.698 0.00 0.00 -0.01
H 1.146 2.259 2.296 0.03 0.01 -0.04
Te -1.825 1.814 2.388 0.20 -0.01 0.01
C -1.133 3.672 1.754 -0.13 -0.02 0.06
C -0.620 4.640 2.569 0.06 0.09 -0.09
C -0.267 5.818 1.851 -0.03 -0.08 -0.02
C -0.528 5.720 0.518 -0.01 0.02 0.04
S -1.236 4.210 0.130 0.10 0.06 -0.06
H -0.508 4.531 3.639 0.00 0.00 0.03
H 0.142 6.704 2.314 0.01 0.03 0.00
H -0.387 6.465 -0.247 0.01 0.04 -0.01
N -5.474 0.525 -3.116 -0.03 0.01 -0.02
C -4.429 0.315 -2.330 -0.02 0.03 -0.04
C -3.483 1.343 -2.062 -0.01 -0.07 0.01
C -2.452 1.089 -1.219 0.06 -0.13 -0.06
N -2.255 -0.111 -0.603 -0.11 -0.03 -0.07
C -3.131 -1.107 -0.897 -0.01 0.00 0.08
C -4.196 -0.946 -1.726 0.03 0.03 0.00
H -5.649 1.427 -3.531 0.01 -0.03 0.00
H -6.149 -0.201 -3.299 0.01 0.02 0.00
H -3.583 2.321 -2.512 -0.02 0.01 0.00
H -1.727 1.877 -1.009 -0.10 -0.10 -0.01
H -2.954 -2.066 -0.425 0.00 0.03 -0.01
H -4.857 -1.780 -1.915 -0.02 0.00 0.00

=====

78
Properties=species:S:1:pos:R:3:forces:R:3 method="wB97M-V/def2-TZVPD" gap_ha=0.23113 largest_force_ha_per_bohr=0.021 e_above_lowest_kcal_mol=20.4 multiplicity=1 charge=-1 homo_energy_ev=-4.2 total_energy_ha=-3113.6825 mol_weight_g_mol=663.0
Mg -0.091 -0.112 -0.046 0.24 -0.33 -0.99
C 2.384 2.711 -0.350 0.03 -0.15 0.13
C 1.566 2.467 0.874 -0.14 0.11 0.12
C 1.575 3.178 2.084 0.03 -0.03 -0.06
C 0.554 2.641 2.841 0.14 0.12 -0.12
C 0.139 3.022 4.223 -0.06 -0.13 -0.06
N -0.029 1.667 2.113 0.06 0.09 0.13
N 0.604 1.557 0.908 0.14 0.26 0.40
B -1.433 1.037 2.270 -0.02 0.11 -0.20
N -2.250 1.452 1.003 -0.15 -0.02 0.13
N -1.863 1.067 -0.245 -0.20 0.17 0.11
C -2.687 1.634 -1.110 -0.13 0.07 0.13
C -2.538 1.416 -2.580 0.01 -0.01 0.12
C -3.639 2.404 -0.418 0.01 0.00 -0.03
C -3.322 2.264 0.920 -0.02 -0.01 -0.15
C -3.991 2.875 2.108 0.12 -0.09 0.02
N -1.394 -0.512 2.348 -0.24 -0.03 0.12
N -1.297 -1.258 1.206 0.20 -0.06 0.39
C -1.581 -2.514 1.526 -0.07 0.05 0.23
C -1.626 -3.598 0.500 0.11 0.09 0.05
C -1.866 -2.593 2.897 0.02 0.01 -0.07
C -1.731 -1.305 3.383 0.00 -0.22 -0.07
C -1.867 -0.834 4.792 0.02 0.08 -0.11
H 3.443 2.569 -0.148 0.05 -0.02 -0.01
H 2.244 3.741 -0.683 -0.04 -0.03 -0.07
H 2.091 2.028 -1.148 0.03 0.02 -0.02
H 2.243 3.975 2.368 -0.01 -0.03 0.00
H 0.559 3.996 4.470 0.01 0.00 0.02
H 0.512 2.295 4.947 -0.03 0.01 0.00
H -0.945 3.071 4.319 0.02 0.02 0.03
H -1.971 1.463 3.247 0.04 0.01 0.01
H -1.666 0.791 -2.771 -0.02 0.00 -0.06
H -2.413 2.366 -3.101 0.02 -0.01 -0.02
H -3.422 0.924 -2.989 0.02 -0.02 -0.03
H -4.447 2.985 -0.834 0.03 -0.01 0.01
H -4.825 3.492 1.778 0.00 0.00 0.01
H -3.295 3.498 2.671 -0.04 0.01 0.00
H -4.369 2.107 2.785 -0.01 0.03 0.00
H -1.372 -3.197 -0.479 0.02 -0.05 -0.01
H -2.629 -4.023 0.451 0.01 -0.02 -0.01
H -0.929 -4.400 0.746 0.01 0.01 -0.03
H -2.125 -3.472 3.466 0.01 0.02 -0.02
H -2.293 -1.631 5.397 0.01 0.00 0.03
H -2.504 0.047 4.865 0.00 -0.01 0.02
H -0.887 -0.576 5.198 -0.02 0.02 0.02
S 7.527 0.158 -0.698 0.07 0.04 -0.09
C 6.396 -0.461 0.361 0.02 0.03 0.16
S 4.747 0.067 0.303 -0.10 -0.30 0.28
C 4.324 -0.934 1.720 0.56 0.30 -0.62
N 5.365 -1.583 2.136 0.00 -0.34 0.30
N 6.512 -1.339 1.389 -0.14 0.14 -0.30
C 7.655 -2.093 1.796 -0.03 -0.07 0.19
C 7.585 -2.759 3.025 -0.07 0.06 -0.09
C 8.629 -3.564 3.446 -0.05 0.03 -0.02
C 9.768 -3.708 2.667 0.05 0.00 0.03
C 9.848 -3.027 1.464 -0.01 -0.07 0.05
C 8.803 -2.229 1.019 -0.08 0.03 -0.11
S 2.764 -0.951 2.359 -0.60 0.00 0.08
H 6.688 -2.649 3.613 0.02 -0.05 0.04
H 8.537 -4.096 4.386 0.02 0.04 0.01
H 10.577 -4.351 2.992 0.00 0.03 0.00
H 10.728 -3.131 0.842 -0.02 0.02 -0.02
H 8.876 -1.732 0.068 -0.02 0.02 -0.03
C 0.489 -1.118 -1.857 0.30 0.01 0.01
C 1.843 -1.714 -1.905 -0.03 -0.13 -0.18
C 2.244 -2.703 -0.991 -0.01 0.12 0.07
C 3.472 -3.323 -1.081 0.08 -0.05 -0.04
C 4.353 -2.987 -2.111 -0.10 0.18 -0.01
C 3.998 -1.972 -3.003 0.07 -0.06 0.05
C 2.774 -1.346 -2.890 0.00 0.01 0.10
C 5.603 -3.664 -2.275 0.18 -0.02 0.00
N 6.605 -4.205 -2.449 -0.07 -0.02 0.04
H -0.247 -1.932 -1.859 -0.06 0.05 -0.02
H 0.334 -0.533 -2.768 -0.14 0.04 0.05
H 1.582 -2.954 -0.170 0.02 -0.04 -0.01
H 3.768 -4.066 -0.352 -0.04 -0.01 0.01
H 4.692 -1.695 -3.787 -0.01 0.04 0.02
H 2.513 -0.562 -3.592 -0.03 -0.02 -0.02